{
  "formula": "C33H66B2Br2F3I2N6O11P2",
  "method": "wB97M-V/def2-TZVPD",
  "symbols": ["C", "N", "C", "N", "C", "N", "B", "O", "O", "P", "O", "Br", "N", "C", "C", "C", "Br", "C", "I", "B", "O", "O", "C", "C", "I", "C", "P", "O", "O", "O", "C", "C", "C", "O", "C", "C", "F", "F", "F", "H", "H", "H", "H", "H", "H", "H", "H", "H", "H", "H", "H", "H", "H", "H", "H", "H", "H", "H", "H", "H", "H", "H", "H", "H", "H", "H", "H", "H", "H", "C", "C", "C", "C", "C", "C", "N", "O", "C", "C", "C", "H", "H", "H", "H", "H", "H", "H", "H", "H", "H", "H", "H", "H", "H", "H", "H", "H", "H", "C", "C", "C", "C", "C", "C", "N", "O", "C", "C", "C", "H", "H", "H", "H", "H", "H", "H", "H", "H", "H", "H", "H", "H", "H", "H", "H", "H", "H"],
  "coordinates": [[2.29064, -4.73881, 0.32788], [2.43947, -3.40848, -0.32404], [1.40846, -3.22896, -1.35966], [0.63538, -2.01593, -1.32334], [0.32881, -1.22633, -2.43808], [-0.70836, -1.64839, -3.12975], [-1.32046, -0.89380, -4.29145], [-0.80667, -1.02763, -5.55547], [-2.41258, -0.10874, -4.13521], [-1.56103, -3.17788, -2.69858], [-0.61851, -4.37004, -3.35643], [-3.45232, -3.24867, -3.87873], [0.97557, -0.07070, -2.59987], [1.53279, 0.29634, -3.89680], [0.82423, 1.45921, -4.72589], [1.83742, 2.56128, -5.16858], [-0.66999, 2.34364, -3.85185], [1.75935, 0.36010, -1.38342], [2.16414, 2.52324, -1.51267], [3.29174, -0.20807, -1.40147], [3.65250, -1.40545, -2.01258], [4.33264, 0.54062, -0.92363], [5.42576, -0.28290, -0.48962], [1.02301, 0.02063, -0.01721], [2.48745, -0.47685, 1.54925], [0.04877, 1.12436, 0.50391], [0.57793, 2.19838, 1.89333], [1.89492, 2.83204, 1.80216], [0.35987, 1.45597, 3.31829], [-0.52351, 3.40795, 1.90948], [0.14533, -1.30948, -0.15914], [-0.10537, -2.08804, 1.13331], [-1.43531, -2.89636, 0.92464], [-1.86056, -3.50350, 2.12239], [-3.18535, -3.21207, 2.47246], [-3.93338, -4.46320, 3.00365], [-3.57450, -5.50992, 2.26692], [-3.75443, -4.65647, 4.29605], [-5.23997, -4.22947, 2.73330], [1.25982, -4.94045, 0.63470], [2.74642, -5.54638, -0.26220], [2.87921, -4.67839, 1.25808], [3.34519, -3.48102, -0.77115], [1.93277, -3.34707, -2.33050], [0.77161, -4.13344, -1.29365], [-0.08349, -1.66230, -5.47264], [-2.67783, -0.17976, -3.20708], [0.20909, -4.00724, -3.70372], [1.43590, -0.57558, -4.56768], [2.59194, 0.57231, -3.96491], [0.45220, 1.04053, -5.66639], [2.80637, 2.14322, -5.46926], [1.37240, 3.03581, -6.04544], [1.95305, 3.35129, -4.42604], [3.08346, -1.57702, -2.76934], [6.03329, -0.58004, -1.35428], [6.09657, 0.27658, 0.17635], [5.09897, -1.16191, 0.08024], [-0.83267, 0.59497, 0.91870], [-0.37719, 1.74946, -0.29490], [0.15037, 2.12583, 3.98538], [-0.02140, 4.23001, 1.82248], [-0.85564, -0.91838, -0.45597], [-0.31793, -1.45196, 2.00304], [0.63694, -2.84348, 1.38896], [-1.18813, -3.71735, 0.22174], [-2.19115, -2.28121, 0.41434], [-3.81201, -2.81976, 1.66236], [-3.23361, -2.46923, 3.28945], [7.01645, 5.20117, -1.76287], [6.72289, 3.95115, -2.62550], [7.94803, 3.02683, -2.69841], [9.02550, 3.48516, -3.67449], [8.41288, 3.74119, -5.04711], [7.25529, 4.74214, -4.99493], [6.22966, 4.37238, -3.97041], [5.51633, 3.39682, -4.45685], [7.83476, 6.14645, -4.72345], [6.63843, 4.86682, -6.39158], [5.65970, 3.20848, -1.81359], [7.41939, 6.04778, -2.30879], [6.10406, 5.57073, -1.29146], [7.72704, 4.96981, -0.96801], [7.62637, 2.02450, -3.00410], [8.38399, 2.90998, -1.70415], [9.52894, 4.37796, -3.29463], [9.79401, 2.71301, -3.75610], [9.18656, 4.10742, -5.72642], [8.06900, 2.79027, -5.46757], [7.04068, 6.87120, -4.53575], [8.39946, 6.49831, -5.58714], [8.53765, 6.17605, -3.89326], [6.29660, 3.91028, -6.78529], [7.37564, 5.24867, -7.09726], [5.79452, 5.55948, -6.38644], [4.72657, 3.76995, -1.77624], [5.99823, 3.06354, -0.78621], [5.44373, 2.22197, -2.21435], [-10.08889, -1.04632, 7.29401], [-9.18474, -0.61875, 6.11436], [-9.68165, -1.21714, 4.78441], [-9.31219, -2.68303, 4.57870], [-7.81393, -2.87563, 4.77822], [-7.33427, -2.37344, 6.13038], [-7.76422, -0.97122, 6.41392], [-7.00300, -0.17712, 5.71941], [-7.84695, -3.34323, 7.21630], [-5.81766, -2.52270, 6.18450], [-9.41726, 0.89457, 6.02993], [-9.79240, -1.96687, 7.78578], [-10.08771, -0.28795, 8.07850], [-11.12124, -1.18026, 6.96707], [-9.25905, -0.64535, 3.95108], [-10.76433, -1.10135, 4.70642], [-9.88539, -3.31785, 5.25959], [-9.58930, -2.99197, 3.56786], [-7.56549, -3.93496, 4.67237], [-7.27620, -2.35897, 3.97571], [-7.64586, -2.95668, 8.21686], [-7.34520, -4.30810, 7.13269], [-8.90851, -3.56716, 7.13550], [-5.31360, -1.99097, 5.37711], [-5.54567, -3.57321, 6.08251], [-5.41472, -2.16599, 7.13441], [-9.02390, 1.40618, 6.90946], [-10.48709, 1.10137, 5.97495], [-8.96048, 1.33895, 5.14621]],
  "atomic_forces_ev_per_a": [[0.8555, 0.6152, 0.9286], [-0.8469, -0.7960, -0.3065], [1.2309, -2.0804, -0.1548], [-0.4605, 0.3807, 0.3173], [0.2071, -1.1448, 1.1662], [-0.4136, 0.1673, -2.5247], [-0.7168, 0.8775, -1.3893], [0.1716, -0.5561, 1.0878], [0.4429, -1.0557, 0.7340], [0.1915, -1.3532, 1.7305], [-0.4493, 1.4350, -0.1702], [0.6930, 0.2796, -0.3310], [1.1299, -0.1566, 0.9031], [-1.4737, 0.8888, -2.4359], [1.3275, 0.5466, -0.2661], [-0.9915, -0.0502, -0.2946], [0.1652, -0.0586, -0.0544], [0.9593, 0.4671, 0.5421], [-0.4658, -0.5714, 0.0118], [0.8068, 0.2123, -0.2756], [-0.6097, 0.4488, -0.3822], [-0.7293, -1.1088, 0.6792], [1.2259, 0.1956, 0.0224], [-0.5682, -0.1877, 0.4144], [0.1602, 0.4120, -0.3671], [-0.5630, -0.7957, 0.9625], [0.2818, 2.0031, 0.7587], [0.4337, -0.2811, -0.3784], [-0.6372, -0.0756, -1.2929], [-0.0389, -1.1676, -0.0458], [0.4194, 1.5955, 0.3650], [-1.9994, -1.1479, -0.2718], [1.3649, -0.6214, -0.7697], [-0.3401, 0.5129, -0.2008], [-0.6202, 0.1953, 1.2340], [0.4012, 1.8786, -1.9609], [0.0606, -0.8036, 0.5100], [-0.1307, -0.5992, 0.1189], [-0.1881, -0.3544, 0.7575], [0.1410, -0.0653, -0.3276], [-0.5591, -0.0024, 0.0124], [-0.2142, -0.1655, -0.2136], [0.0049, 0.7676, -0.0002], [-0.5900, 0.5000, 0.0137], [-0.1233, 0.5783, 0.0240], [-0.0181, 0.0446, -0.7263], [-0.4142, 0.5094, -0.2000], [-0.0285, -0.3585, -0.1835], [0.1085, 0.1247, 0.4566], [-0.0908, -0.2422, 1.2197], [-0.2649, -0.0908, 0.5508], [-0.1651, 0.0792, 0.1545], [0.3533, -0.0568, 0.1594], [0.2445, -0.3233, 0.0215], [-0.0123, -0.3130, 0.1205], [-0.2710, -0.1182, 0.1843], [-0.4849, 0.2330, -0.2165], [-0.0992, 0.1621, -0.3286], [0.2790, 0.1706, -0.0676], [0.4524, -0.0020, 0.1734], [-0.0053, -0.0922, 0.0417], [-0.0186, -0.0052, -0.0396], [0.3214, -0.1711, 0.0720], [0.5077, 0.1845, -0.3708], [0.2830, 0.5421, -0.0208], [-0.2774, 0.2595, 0.1067], [-0.1027, -0.0763, 0.4923], [0.3975, -0.2250, -0.1477], [0.1200, -0.1405, -0.2258], [0.2095, 0.4131, -0.1305], [0.3156, 0.9992, 2.0234], [0.3124, -0.1798, -0.5855], [-0.0558, -0.0197, 0.0323], [0.1091, -0.3993, 0.3328], [0.9787, 1.8039, -0.7890], [0.4277, -2.7473, -0.7450], [-0.7176, 0.5390, -0.0072], [0.1366, 0.1256, 0.3375], [-0.5640, -0.4552, 0.0182], [-0.2629, -0.2180, -0.6095], [0.0885, -0.0989, -0.0703], [-0.0430, -0.1140, -0.0392], [-0.0684, -0.1038, 0.0076], [-0.1626, 0.0774, -0.0608], [-0.2000, 0.1185, 0.0817], [-0.0330, 0.0274, -0.0341], [0.0029, 0.0379, 0.0225], [-0.1664, 0.1648, -0.0494], [-0.1583, 0.0367, 0.0533], [-0.0124, -0.0434, 0.0332], [-0.1034, -0.1464, -0.0978], [-0.0881, -0.0062, 0.0529], [-0.0916, -0.0017, 0.1431], [0.1242, 0.0486, 0.1923], [-0.0075, -0.0337, 0.0307], [0.1216, 0.0700, -0.0498], [0.1673, 0.1843, -0.0407], [-0.0408, 0.0760, -0.1316], [0.0057, -0.4041, 0.2483], [-1.9199, 0.1684, 1.0611], [0.3968, -0.4019, -0.3219], [-0.0400, 0.1047, 0.0115], [-0.4492, 0.1410, -0.5707], [0.1600, -1.8195, 1.2372], [0.3992, 0.5583, -2.7293], [0.3551, 0.2975, 0.7078], [-0.2954, -0.0421, 0.1625], [0.4323, 0.5614, -0.0804], [0.7042, 0.2552, -0.2128], [0.0211, -0.0549, -0.1311], [0.0600, 0.0680, -0.0941], [0.0262, 0.1023, -0.0666], [0.1262, 0.0700, 0.1289], [0.0223, 0.1450, 0.2025], [0.0491, -0.0076, 0.0274], [-0.0266, 0.0029, 0.0356], [0.1135, 0.0403, 0.1706], [0.0050, 0.1242, 0.0838], [-0.0281, 0.0460, -0.0270], [0.1355, 0.1035, -0.1081], [-0.0033, 0.0992, 0.0352], [-0.1029, 0.1594, 0.0639], [-0.2017, -0.0360, 0.0471], [-0.0281, 0.0491, -0.0233], [0.0365, -0.0469, -0.0116], [-0.0294, -0.2333, 0.0750], [0.0982, -0.0585, 0.0514]],
  "charge": 1,
  "homo_energy_ev": [-9.83, -10.60],
  "e_lumo_ha": [-0.1445, -0.1445],
  "energy_ha": -9228.5113,
  "multiplicity": 3,
  "max_force_ev_per_a": 3.0,
  "gap_ha": [0.2169, 0.2452]
}